# 1
# C8H23BN5O3

A 2-piece molecular cluster, C8H23BN5O3 overall (the ωB97M-V functional and the def2-TZVPD basis, the OMol25 dataset).

Geometry as XYZ:
```
40
Properties=species:S:1:pos:R:3:nbo_charge:R:1
C -1.09 -1.55 3.36 -0.616
C -1.86 -1.97 2.10 -0.396
C -1.31 -1.35 0.81 -0.413
C -0.04 -2.05 0.30 -0.432
C 1.27 -1.50 0.90 -0.241
N 2.19 -0.96 -0.13 -0.448
C 2.06 0.18 -0.72 0.744
N 1.01 1.04 -0.40 -0.873
N 2.98 0.57 -1.68 -0.605
C 4.21 1.21 -1.13 -0.579
B 3.95 2.72 -0.68 1.141
O 4.46 3.14 0.53 -0.899
O 3.27 3.57 -1.51 -0.898
H -0.65 -0.56 3.24 0.184
H -0.30 -2.26 3.61 0.203
H -1.76 -1.48 4.21 0.232
H -2.87 -1.59 2.21 0.222
H -1.88 -3.05 2.01 0.207
H -1.14 -0.29 1.02 0.169
H -2.08 -1.39 0.05 0.266
H 0.01 -2.05 -0.78 0.218
H -0.11 -3.09 0.62 0.235
H 1.81 -2.27 1.43 0.238
H 1.07 -0.70 1.60 0.222
H 2.97 -1.54 -0.42 0.430
H 1.11 1.48 0.50 0.407
H 0.12 0.57 -0.46 0.417
H 3.21 -0.24 -2.26 0.391
H 4.58 0.65 -0.27 0.200
H 4.97 1.17 -1.91 0.264
H 3.80 3.52 1.11 0.502
H 2.44 3.87 -1.13 0.503
C -4.39 0.32 -1.82 0.777
O -4.03 -0.77 -1.39 -0.680
N -3.52 1.34 -2.07 -0.849
N -5.70 0.59 -2.10 -0.838
H -3.80 2.23 -2.43 0.394
H -2.55 1.17 -1.90 0.392
H -6.37 -0.14 -1.93 0.415
H -6.02 1.47 -2.46 0.393
```

As for the spin multiplicity: 1. Its total charge is +1. For the total energy, the calculation gives -22934.9966 eV.

=====

# 2
# C25H62BNO25

A 10-piece molecular cluster, C25H62BNO25 overall (the ωB97M-V functional and the def2-TZVPD basis, the OMol25 dataset).

Geometry as XYZ:
```
114
Properties=species:S:1:pos:R:3:lowdin_charge:R:1
C -0.58 0.52 -2.04 0.081
N -0.87 0.32 -0.55 -0.295
C -0.02 1.25 0.18 -0.033
C -2.35 0.55 -0.21 0.062
C -0.55 -1.14 -0.14 -0.030
C -1.60 -2.22 -0.51 -0.227
O -1.33 -3.36 0.25 -0.018
H -0.27 1.46 -2.17 0.066
H -1.37 0.11 -2.51 0.076
H 0.36 0.07 -2.22 0.088
H -0.48 2.13 0.05 0.063
H 1.05 1.31 -0.07 0.102
H -0.14 1.40 1.24 0.093
H -2.49 1.55 -0.21 0.058
H -2.37 0.44 0.93 0.141
H -3.03 -0.18 -0.73 0.124
H -0.50 -1.12 0.94 0.133
H 0.43 -1.29 -0.57 0.129
H -1.68 -2.66 -1.52 0.124
H -2.50 -1.85 -0.41 0.027
H -0.89 -3.99 -0.25 0.033
O -0.02 3.35 -4.28 0.079
C -0.08 4.53 -4.75 -0.394
O -1.15 5.02 -5.31 0.287
B -0.76 6.37 -5.76 -0.871
O 0.58 6.61 -5.23 0.272
C 0.93 5.44 -4.69 -0.449
O 2.00 5.33 -4.17 0.170
O -1.73 7.41 -5.56 0.325
C -2.03 7.90 -6.63 -0.534
O -2.96 8.66 -6.64 0.167
C -1.33 7.39 -7.71 -0.477
O -0.66 6.37 -7.25 0.250
O -1.44 7.52 -8.86 0.211
C 3.45 -0.87 1.66 -0.247
C 4.35 -1.39 2.83 -0.228
O 5.18 -2.50 2.53 -0.024
O 2.59 0.21 1.91 -0.102
H 2.71 -1.70 1.30 0.157
H 4.05 -0.51 0.92 0.069
H 3.56 -1.66 3.69 0.153
H 5.07 -0.71 3.27 0.115
H 4.71 -3.18 2.19 0.020
H 3.14 0.92 2.33 0.106
C -3.43 -3.98 4.88 -0.169
C -3.02 -4.71 3.52 -0.273
O -3.75 -5.79 3.28 0.025
O -2.45 -3.03 5.31 -0.031
H -3.42 -4.69 5.60 0.090
H -4.36 -3.76 4.81 0.056
H -1.95 -5.00 3.50 0.128
H -2.97 -4.05 2.60 0.116
H -4.52 -5.78 3.68 0.013
H -2.52 -2.91 6.22 0.042
C -1.51 -7.81 -1.66 -0.250
C -0.61 -6.78 -2.36 -0.226
O -0.90 -5.50 -1.86 -0.050
O -1.31 -9.12 -2.10 -0.038
H -2.53 -7.51 -1.92 0.122
H -1.21 -7.99 -0.64 0.128
H -0.69 -6.87 -3.38 0.087
H 0.45 -7.06 -2.11 0.145
H -1.67 -5.10 -2.18 0.016
H -1.64 -9.11 -2.96 0.056
C 3.53 -0.20 -2.48 -0.210
C 3.68 0.65 -3.75 -0.235
O 4.60 -0.02 -4.50 0.006
O 2.68 0.59 -1.57 -0.178
H 4.44 -0.29 -1.86 0.112
H 3.19 -1.29 -2.52 0.138
H 4.08 1.45 -3.52 0.035
H 2.56 0.64 -4.17 0.188
H 5.18 -0.35 -3.92 0.019
H 3.41 1.32 -1.30 0.104
C 0.50 1.20 4.83 -0.254
C 0.26 0.02 5.72 -0.273
O 1.26 0.11 6.69 -0.090
O -0.59 1.34 3.93 -0.106
H 1.46 0.98 4.27 0.127
H 0.90 2.13 5.30 0.134
H 0.07 -1.10 5.22 0.172
H -0.49 0.02 6.61 0.146
H 1.04 -0.41 7.45 0.076
H -1.43 1.10 4.43 0.144
C 1.12 5.37 4.42 -0.119
C 1.41 4.45 3.09 -0.202
O 0.21 3.78 2.74 -0.138
O 2.33 6.01 4.92 -0.001
H 0.71 4.92 5.18 0.052
H 0.46 6.05 4.15 0.070
H 2.13 3.57 3.19 0.112
H 1.87 5.00 2.26 0.090
H -0.04 2.94 3.32 0.090
H 2.45 6.78 4.57 -0.025
C -4.64 -4.46 -2.14 -0.257
C -4.75 -4.63 -0.61 -0.269
O -6.09 -4.92 -0.21 -0.119
O -3.38 -4.00 -2.61 -0.145
H -5.59 -3.87 -2.56 0.158
H -4.79 -5.52 -2.63 0.132
H -4.57 -3.52 -0.11 0.161
H -4.06 -5.25 0.02 0.124
H -6.35 -5.90 -0.21 0.135
H -3.30 -4.14 -3.65 0.169
C 2.65 4.60 -0.90 -0.256
C 3.28 3.62 0.03 -0.240
O 4.12 2.89 -0.82 -0.069
O 1.79 5.53 -0.32 -0.059
H 1.86 4.03 -1.60 0.179
H 3.33 4.93 -1.37 0.011
H 2.54 2.91 0.56 0.132
H 3.87 4.26 0.76 0.151
H 4.89 3.45 -0.80 0.111
H 1.26 5.98 -1.04 0.126
```

As for the spin multiplicity: 1. For the relative energy (zero: lowest compared OMol25 entry of this formula, charge and spin), the calculation gives 151.93 kJ/mol.

=====

# 3
# C2H5NO2

One molecule with the formula C2H5NO2 (the ωB97M-V functional and the def2-TZVPD basis, the OMol25 dataset).

Geometry as XYZ:
```
10
Properties=species:S:1:pos:R:3:nbo_charge:R:1
O 1.56 -0.05 0.36 -0.578
C 0.36 -0.11 0.47 0.778
O -0.32 -1.14 1.03 -0.714
C -0.53 0.90 -0.17 -0.319
N -0.82 0.38 -1.50 -0.863
H 0.16 -1.49 1.81 0.503
H -1.39 1.05 0.48 0.192
H 0.03 1.83 -0.20 0.224
H -1.19 -0.53 -1.64 0.390
H -0.36 0.90 -2.22 0.387
```

As for the spin multiplicity: 1. For the relative energy (zero: lowest compared OMol25 entry of this formula, charge and spin), the calculation gives 81.72 kJ/mol.

=====

# 4
# C34H33N5ORuS

C34H33N5ORuS as an isolated structure (the ωB97M-V functional and the def2-TZVPD basis, the OMol25 dataset).

Geometry as XYZ:
```
75
Properties=species:S:1:pos:R:3:lowdin_charge:R:1
Ru 1.00 -0.28 1.37 1.315
C -2.32 -2.53 -0.37 0.025
C -1.62 -1.61 0.41 -0.054
N -0.31 -1.67 0.59 -0.036
C 0.38 -2.66 -0.02 -0.147
C -0.23 -3.60 -0.87 -0.132
C -1.63 -3.52 -1.03 0.076
C 0.60 -4.57 -1.48 0.095
C 1.97 -4.60 -1.26 0.024
C 2.56 -3.73 -0.35 0.071
C 1.77 -2.79 0.32 -0.160
N 2.09 -1.94 1.33 0.023
C 3.01 -2.11 2.31 -0.149
C 3.84 -3.24 2.50 0.096
C 4.72 -3.28 3.57 0.028
C 4.74 -2.26 4.50 0.110
C 3.84 -1.16 4.41 -0.104
C 3.75 -0.17 5.41 0.099
C 2.80 0.81 5.28 0.030
C 1.97 0.80 4.17 -0.053
N 2.05 -0.10 3.18 -0.017
C 2.98 -1.09 3.31 -0.127
H -3.40 -2.45 -0.45 0.139
H -2.14 -0.80 0.90 0.115
H -2.14 -4.24 -1.66 0.154
H 0.16 -5.29 -2.16 0.153
H 2.58 -5.31 -1.79 0.145
H 3.63 -3.75 -0.21 0.139
H 3.77 -4.09 1.85 0.128
H 5.36 -4.14 3.70 0.147
H 5.41 -2.32 5.35 0.158
H 4.41 -0.20 6.27 0.158
H 2.67 1.58 6.03 0.143
H 1.20 1.56 4.09 0.115
N -1.52 4.13 0.88 0.086
C -0.02 4.16 0.83 -0.062
C 0.50 2.78 0.50 -0.159
N 0.06 1.75 1.48 -0.143
C -1.42 1.75 1.55 -0.168
C -2.02 3.11 1.86 -0.063
H -1.90 3.93 -0.06 0.130
H -1.88 5.06 1.14 0.202
H 0.32 4.54 1.80 0.149
H 0.28 4.88 0.06 0.155
H 1.59 2.80 0.44 0.145
H 0.13 2.47 -0.47 0.055
H 0.41 2.08 2.38 0.082
H -1.75 1.03 2.30 0.134
H -1.77 1.40 0.57 0.090
H -1.75 3.47 2.86 0.149
H -3.10 3.07 1.79 0.152
O 0.08 0.25 -1.20 -0.582
S -0.15 1.07 -2.46 1.074
C -0.77 -0.07 -3.69 -0.375
C -0.48 -1.42 -3.56 -0.088
C -0.88 -2.29 -4.56 -0.054
C -1.55 -1.80 -5.68 -0.026
C -1.82 -0.44 -5.80 -0.023
C -1.43 0.44 -4.81 -0.055
C -1.63 2.05 -2.20 -0.417
C -1.55 3.41 -2.49 -0.094
C -2.67 4.22 -2.30 -0.057
C -3.85 3.66 -1.81 -0.039
C -3.93 2.30 -1.54 -0.037
C -2.82 1.49 -1.75 -0.077
H 0.07 -1.76 -2.70 0.081
H -0.65 -3.34 -4.49 0.111
H -1.86 -2.48 -6.46 0.128
H -2.33 -0.07 -6.68 0.130
H -1.63 1.49 -4.91 0.122
H -0.64 3.82 -2.90 0.128
H -2.64 5.27 -2.58 0.132
H -4.73 4.28 -1.69 0.131
H -4.86 1.87 -1.21 0.127
H -2.88 0.41 -1.60 0.117
```

As for the spin multiplicity: 1. Its total charge is +4. For the relative energy (zero: lowest compared OMol25 entry of this formula, charge and spin), the calculation gives 112.08 kJ/mol.

=====

# 5
# C8H24NaO8

C8H24NaO8 as an isolated structure (the ωB97M-V functional and the def2-TZVPD basis, the OMol25 dataset).

Geometry as XYZ:
```
41
Properties=species:S:1:pos:R:3:nbo_charge:R:1
Na 10.38 0.45 4.25 0.965
C 11.39 4.00 4.11 -0.096
C 12.17 5.03 4.93 -0.111
O 11.35 5.53 6.01 -0.703
O 11.38 2.72 4.78 -0.796
H 11.70 4.01 3.07 0.206
H 10.30 4.13 4.08 0.185
H 12.24 5.90 4.26 0.208
H 13.16 4.69 5.22 0.193
H 11.32 4.91 6.74 0.454
H 11.32 2.84 5.73 0.468
C 9.23 -0.16 8.19 -0.107
C 9.93 0.36 9.53 -0.110
O 11.20 -0.14 9.65 -0.676
O 9.79 0.34 6.95 -0.769
H 8.20 0.19 8.28 0.176
H 9.14 -1.24 8.29 0.208
H 9.34 0.21 10.43 0.211
H 9.88 1.44 9.64 0.154
H 11.62 0.18 8.85 0.457
H 9.97 1.27 7.09 0.464
C 12.66 -3.73 3.01 -0.106
C 11.98 -2.67 3.98 -0.097
O 11.25 -1.77 3.18 -0.777
O 11.67 -4.44 2.27 -0.745
H 13.41 -4.47 3.27 0.202
H 13.18 -3.13 2.27 0.185
H 12.79 -2.19 4.54 0.190
H 11.32 -3.14 4.70 0.173
H 10.60 -2.29 2.70 0.499
H 11.50 -5.34 2.58 0.486
C 7.13 3.48 3.72 -0.098
C 7.43 2.13 4.42 -0.067
O 6.60 1.13 4.00 -0.690
O 7.40 3.25 2.39 -0.708
H 7.86 4.27 3.92 0.188
H 6.09 3.78 3.75 0.190
H 7.14 2.17 5.47 0.189
H 8.48 1.87 4.33 0.088
H 6.94 0.83 3.16 0.457
H 6.69 2.66 2.12 0.459
```

As for the spin multiplicity: 1. Its total charge is +1. For the relative energy (zero: lowest compared OMol25 entry of this formula, charge and spin), the calculation gives 299.06 kJ/mol.

=====

# 6
# C5H11OP

A 2-piece molecular cluster, C5H11OP overall (the ωB97M-V functional and the def2-TZVPD basis, the OMol25 dataset).

Geometry as XYZ:
```
18
Properties=species:S:1:pos:R:3:nbo_charge:R:1
C -3.06 2.06 1.61 -0.507
C -2.17 1.80 0.67 -0.225
C 0.12 -2.00 -0.78 -0.643
C 2.25 -1.31 0.34 -0.617
C 0.91 -0.78 -0.35 -0.572
O -0.49 -0.93 2.04 -1.066
P -0.08 0.01 0.96 1.524
H -3.76 2.90 1.62 0.228
H -2.86 1.51 2.56 0.229
H -2.14 2.11 -0.39 0.185
H 0.85 -2.82 -1.07 0.213
H -0.56 -2.27 0.04 0.244
H -0.34 -1.71 -1.75 0.220
H 1.88 -1.92 1.22 0.236
H 2.96 -0.44 0.59 0.215
H 2.78 -1.93 -0.47 0.221
H 1.33 -0.09 -1.13 0.238
H 0.92 0.80 1.35 -0.123
```

As for the spin multiplicity: 1. For the relative energy (zero: lowest compared OMol25 entry of this formula, charge and spin), the calculation gives 407.36 kJ/mol.

=====

Calculated max |F| (hartree/bohr), listed in the same order as above: 0.02258, 0.29312, 0.03519, 0.02119, 0.06301, 0.04437